104
Properties=species:S:1:pos:R:3 method="wB97M-V/def2-TZVPD" max_force_ev_per_a=1.960 charge=-1 orbital_gap_ev=5.11 relative_energy_kj_mol=69.18 energy_ha=-3731.11616 homo_energy_ev=-3.31
K 0.4016 -0.1820 0.0874
N 3.4011 -3.4683 0.7257
C 3.0531 -2.2187 0.3402
N 2.5294 -1.3332 1.1088
C 2.1726 -1.6905 2.3996
N 1.4688 -0.9292 3.1753
N 0.8366 0.1353 2.6562
C 0.6170 1.1305 3.4185
C -0.1369 2.2836 2.9483
C -0.3722 3.3643 3.8049
C -1.0673 4.4599 3.3313
C -1.4953 4.4653 2.0118
C -1.2055 3.3512 1.2317
N -0.5687 2.2852 1.6814
C 2.6458 -2.9667 2.9336
C 2.5113 -3.3298 4.2732
C 2.9761 -4.5522 4.7183
C 3.5711 -5.4372 3.8252
C 3.7131 -5.0982 2.4921
C 3.2567 -3.8624 2.0450
H 3.6988 -4.1362 0.0345
H 3.2616 -1.9655 -0.6973
H 1.0153 1.1627 4.4359
H -0.0047 3.3393 4.8237
H -1.2611 5.3086 3.9756
H -2.0330 5.3099 1.6034
H -1.4789 3.3185 0.1836
H 2.0323 -2.6229 4.9360
H 2.8778 -4.8210 5.7622
H 3.9315 -6.3980 4.1696
H 4.1778 -5.7870 1.7968
C 2.7695 1.2454 -1.2319
C 1.7560 2.3308 -1.6278
C 1.8141 2.5135 -3.1579
C 2.1511 3.6500 -0.9458
O 0.4820 1.9702 -1.1775
H 3.7785 1.5231 -1.5458
H 2.4891 0.3117 -1.7277
H 2.7479 1.0962 -0.1494
H 2.8346 2.4013 -3.5316
H 1.4581 3.5071 -3.4438
H 1.1922 1.7523 -3.6282
H 3.1362 3.9898 -1.2804
H 2.1648 3.5101 0.1383
H 1.4133 4.4214 -1.1814
C -1.5807 3.2198 -3.0889
Te -1.5254 1.3714 -1.9501
C -3.3373 0.9703 -3.1105
C -3.5481 2.0706 -4.1091
C -4.5595 2.0078 -5.0679
C -4.7403 3.0268 -5.9883
C -3.8976 4.1306 -5.9643
C -2.8808 4.1946 -5.0260
C -2.6922 3.1730 -4.0954
H -0.6212 3.3960 -3.5677
H -1.7386 4.0271 -2.3654
H -4.2073 0.8656 -2.4539
H -3.2056 0.0147 -3.6172
H -5.2115 1.1411 -5.0849
H -5.5280 2.9578 -6.7292
H -4.0336 4.9345 -6.6779
H -2.2165 5.0524 -5.0136
C 0.0099 -6.7011 -1.9885
C 0.2634 -5.5277 -1.0542
O 0.8165 -4.4511 -1.7822
P 0.1027 -2.9202 -1.7504
O 0.1633 -2.4624 -0.3295
Te 1.5303 -2.1409 -3.4872
O -1.4378 -3.3968 -1.9953
C -2.0501 -3.3940 -3.2798
C -3.5019 -2.9808 -3.1205
H -0.3479 -7.5720 -1.4334
H 0.9297 -6.9649 -2.5126
H -0.7333 -6.4264 -2.7383
H 0.9662 -5.8308 -0.2655
H -0.6713 -5.2291 -0.5686
H -1.9847 -4.4001 -3.7119
H -1.5246 -2.7017 -3.9397
H -4.0446 -3.7015 -2.5026
H -3.9874 -2.9136 -4.0960
H -3.5364 -2.0062 -2.6330
C -2.8584 -3.0171 1.0296
N -3.9093 -2.0436 1.2784
C -5.2474 -2.5991 1.1665
C -3.6989 -0.7550 0.7858
N -2.7732 -0.4131 -0.0265
N -4.6288 0.1819 1.2617
C -4.8741 0.1842 2.6975
C -4.4844 1.5281 0.7419
H -3.0084 -3.8624 1.7042
H -1.8818 -2.5781 1.2264
H -2.8574 -3.3862 -0.0013
H -5.3394 -3.2116 0.2600
H -5.9852 -1.8027 1.1141
H -5.4703 -3.2337 2.0292
H -2.2375 -1.1890 -0.4039
H -4.9525 -0.8302 3.0747
H -5.8086 0.7116 2.8987
H -4.0658 0.6950 3.2402
H -4.3651 1.4956 -0.3369
H -3.6063 2.0228 1.1626
H -5.3790 2.1000 0.9947
O -1.1396 -0.7886 -2.3632
O -0.5490 0.3026 -3.2183